C20H37As3N4O6Rh as an isolated structure in a non-equilibrium geometry. Source: the Open Molecules 2025 dataset; level of theory: ωB97M-V/def2-TZVPD.

spin multiplicity	5
relative energy (zero: lowest compared OMol25 entry of this formula, charge and spin)	94.1	kJ/mol
net charge	+1
HOMO-LUMO gap (spin up / spin down)	4.8790 / 2.5089	eV
calculated total energy	-225094.2941	eV

XYZ file:
```
71
Properties=species:S:1:pos:R:3:forces:R:3
H 1.8094 2.1797 2.8283 -0.976 0.194 0.487
N 0.1364 3.0899 -2.5010 0.062 0.285 1.853
H 3.7725 -5.7117 3.4228 -0.652 0.209 -0.162
O -3.1762 -0.0964 -2.0286 -0.714 1.557 1.558
H 0.5958 -2.5650 -2.0077 -0.257 -0.007 -0.435
C -1.8963 1.2679 3.1908 0.927 0.104 0.824
H -2.2679 2.3038 3.0115 0.846 -0.468 0.407
N -0.1988 1.7849 -2.2637 0.199 0.279 -3.144
H 2.7987 -5.5242 1.9433 0.251 0.200 -0.284
O -1.3771 -0.6011 -3.4501 4.430 0.726 -1.285
C 0.7884 -0.3942 2.7947 -0.481 -1.323 3.029
C 0.7751 2.5670 2.6303 1.348 -0.470 -0.800
H 1.7783 -0.1790 -5.2100 0.219 1.103 -0.555
Rh -0.8474 1.0414 -0.4170 0.485 -0.055 0.945
N -2.7297 0.9441 -1.2516 0.827 -3.070 -0.860
H 0.5801 -2.9323 1.7667 0.350 0.673 -0.752
H 4.6915 -3.0535 -0.1040 0.033 -0.783 0.949
H 1.5901 -2.5880 0.2631 -0.238 0.227 0.969
H -0.2487 -3.8149 -1.0549 -0.017 -0.007 0.308
H -3.7661 4.7975 -0.8247 0.429 -0.026 0.184
C 2.0439 1.7966 -5.2926 0.831 -0.779 -0.842
H 1.5298 4.1965 -3.7501 -1.020 -1.280 0.396
H -2.3675 -2.8533 0.5843 -0.039 0.894 0.354
O -0.8294 3.7435 0.3019 0.226 1.710 0.536
H 0.9910 3.2412 1.7743 -0.928 -0.119 0.701
H 3.3589 -1.2481 3.3729 0.318 1.180 1.378
H -2.9867 -1.1573 0.3904 0.572 -0.111 0.075
C 3.0886 -5.0376 2.8685 1.861 -0.455 0.433
C 0.2969 1.1379 -3.3408 1.572 0.617 -0.061
H -2.0012 -1.6154 1.8689 -0.513 -0.120 -0.603
H -1.4827 1.0677 4.2245 -0.880 0.672 -0.869
C 1.0152 3.2270 -3.4818 1.292 1.082 -1.201
As -0.4550 -1.3845 -0.0428 0.102 -0.480 -2.025
H 1.9736 0.4575 0.3968 0.219 -0.027 0.538
H -5.3119 0.5849 -1.2028 0.031 0.187 -0.200
As 4.1020 -3.3728 2.5087 -2.832 -0.673 -2.463
H 0.0132 -1.1543 3.1742 1.146 0.855 -0.351
C -3.6035 4.1763 0.0764 0.216 2.323 0.710
C 1.7969 -1.1243 1.9018 -0.256 -0.682 -0.204
C 2.6952 -1.9010 2.8920 -0.870 -1.505 0.542
H -5.2228 2.2063 -2.0441 -0.451 -0.769 1.022
H 3.1474 -0.8310 0.3049 -0.256 0.559 0.461
H 0.2895 3.0209 3.5050 0.409 0.052 -0.406
H -4.6061 3.8866 0.3201 -0.574 0.240 0.783
C -5.0924 1.6443 -1.0690 1.477 0.559 -1.353
C 0.9959 -2.1267 1.0930 -0.442 -0.863 -0.686
C 2.5955 -0.1875 1.0428 1.178 -0.664 -1.636
H 2.0114 -2.5294 3.5623 1.219 1.042 -0.454
H 3.3808 0.3604 1.5780 -0.474 0.198 0.026
H 3.1741 -3.9201 0.1149 0.679 0.347 1.179
H -2.7993 0.6833 3.0319 0.433 -0.645 -0.321
H -5.7291 2.0244 -0.3023 -0.363 0.526 0.462
H -0.1994 3.8356 -1.8731 0.445 -0.859 -0.199
O 2.2719 0.5459 -5.7578 -0.641 0.490 1.124
O 0.6297 -0.9627 -4.4563 -0.535 1.069 1.053
As -0.2797 1.0129 2.0274 -1.157 1.871 -0.649
C 4.1998 -3.7930 0.5806 -0.042 0.147 -1.341
C -0.3044 -2.8024 -1.4468 -0.229 0.877 1.062
C -2.9085 2.9601 -0.2395 -4.786 -2.562 -1.177
H 4.6077 -4.8201 0.5149 0.330 0.720 -0.065
N -1.5826 2.8613 -0.1845 3.347 -2.063 -0.474
C 1.2188 1.9938 -4.0781 -2.090 -0.727 1.113
O 2.5402 2.7672 -5.8183 -0.167 -0.354 0.160
H 1.2964 0.0031 3.7354 -0.677 -0.266 -1.124
H 2.2106 -4.8277 3.4203 -0.693 0.292 0.870
H -3.0505 4.8280 0.8518 -1.129 -1.108 -1.105
H -1.2329 -2.6617 -1.9827 0.154 -0.092 -0.701
C -2.1593 -1.7693 0.7777 0.013 -1.396 0.878
C -0.1216 -0.2339 -3.7708 -3.234 -2.314 0.444
C -3.6063 1.8035 -0.7615 -0.173 3.165 1.241
H -2.3502 -0.2687 -2.6390 0.307 -0.109 -0.266
```
Positions in Å, forces in eV/Å.